This record from the Open Molecules 2025 dataset describes C47H54As2N2O8P2Zr as an isolated structure. The level of theory is the ωB97M-V functional and the def2-TZVPD basis.

The LUMO energy is -11.71 eV. Its HOMO energy is -18.1 eV. The value obtained for the HOMO-LUMO gap is 6.433 eV. As for the total charge: +4.

```
116
Properties=species:S:1:pos:R:3:forces:R:3
Zr 0.4277 -0.2210 -0.3376 0.81 -0.43 0.21
C -2.9978 -1.8662 1.4767 -0.05 0.02 -0.02
C -2.2607 -1.1040 2.5724 0.06 0.02 0.05
P -0.5566 -0.5132 2.2380 -0.10 0.00 0.06
C 0.6428 -1.8364 2.5544 -0.02 0.00 -0.04
C 0.4295 -2.9228 3.4000 -0.01 -0.01 0.00
C 1.4597 -3.8188 3.6486 0.04 -0.01 -0.01
C 2.7034 -3.6492 3.0494 -0.02 0.01 0.00
C 2.9279 -2.5800 2.1928 -0.01 0.00 -0.02
C 1.8991 -1.6815 1.9564 -0.18 0.11 0.05
C -0.2674 0.6952 3.5591 0.08 -0.07 0.06
C -1.0045 1.8799 3.6032 -0.06 0.00 -0.07
C -0.7998 2.7905 4.6259 0.02 0.03 0.04
C 0.1417 2.5301 5.6153 0.00 -0.03 -0.02
C 0.8687 1.3484 5.5849 -0.03 0.03 -0.01
C 0.6670 0.4323 4.5618 0.01 -0.02 -0.01
C -2.1884 -3.0270 0.8909 0.04 0.00 -0.08
P -1.1634 -2.4636 -0.5197 -0.08 -0.03 0.08
C -2.0591 -2.9639 -2.0062 0.02 -0.02 0.00
C -2.6894 -2.0680 -2.8646 -0.02 0.05 0.05
C -3.4227 -2.5381 -3.9436 -0.01 -0.01 -0.01
C -3.5220 -3.9030 -4.1736 0.01 -0.01 0.02
C -2.8907 -4.8029 -3.3226 0.00 0.02 -0.01
C -2.1624 -4.3384 -2.2407 0.00 0.00 -0.03
C 0.3901 -3.3829 -0.5472 -0.03 -0.07 0.00
C 0.6823 -4.5040 0.2295 0.04 0.05 -0.03
C 1.9074 -5.1325 0.0815 -0.03 -0.02 0.02
C 2.8603 -4.6346 -0.8044 0.05 0.00 -0.02
C 2.5868 -3.5090 -1.5621 -0.07 -0.03 0.08
C 1.3452 -2.8910 -1.4427 0.00 0.00 -0.09
H -3.3057 -1.1822 0.6769 -0.01 0.01 0.01
H -3.9235 -2.2514 1.9049 0.00 0.00 0.01
H -2.1916 -1.7062 3.4830 -0.01 0.01 0.01
H -2.8135 -0.2068 2.8633 0.01 -0.02 -0.03
H -0.5209 -3.0647 3.8988 -0.01 0.01 0.00
H 1.2977 -4.6452 4.3281 0.00 0.00 0.00
H 3.5033 -4.3461 3.2622 0.00 -0.01 0.01
H 3.8993 -2.4394 1.7380 0.00 0.01 -0.01
H 2.1335 -0.7773 1.3818 0.07 -0.07 0.00
H -1.7605 2.0877 2.8559 0.00 -0.01 -0.01
H -1.3860 3.6988 4.6665 -0.01 0.00 0.00
H 0.2946 3.2390 6.4177 0.00 0.01 0.00
H 1.5851 1.1320 6.3655 0.01 -0.01 0.00
H 1.2394 -0.4861 4.5604 0.00 0.00 0.01
H -2.8461 -3.8016 0.4940 0.01 0.00 0.00
H -1.5602 -3.4901 1.6522 0.01 0.01 0.00
H -2.6135 -1.0020 -2.6974 0.00 -0.02 0.00
H -3.9240 -1.8435 -4.6045 0.00 0.01 0.00
H -4.0935 -4.2699 -5.0153 -0.01 0.01 -0.01
H -2.9681 -5.8663 -3.5027 0.00 -0.01 0.00
H -1.6724 -5.0522 -1.5883 0.01 0.00 0.01
H -0.0442 -4.9087 0.9214 -0.01 -0.01 0.00
H 2.1197 -6.0293 0.6492 0.01 0.00 0.00
H 3.8059 -5.1483 -0.9180 0.00 0.00 0.00
H 3.3115 -3.1480 -2.2794 0.01 0.00 -0.02
H 1.0772 -2.1140 -2.1579 -0.02 -0.02 -0.04
N 2.4751 -0.0441 -1.0259 0.03 0.02 0.00
C 3.5651 0.0269 -1.4594 0.08 -0.03 0.05
N 4.7424 0.1017 -1.9295 -0.03 -0.02 -0.04
C 5.0912 -0.4787 -3.2770 -0.01 0.02 0.02
C 6.5740 -0.8362 -3.2884 -0.01 0.01 0.00
C 6.9896 -1.4133 -1.9393 0.02 0.00 0.01
C 6.9085 -0.3459 -0.8332 -0.01 -0.01 0.00
C 5.8685 0.7235 -1.1627 -0.03 0.01 0.00
H 4.8347 0.2597 -4.0363 0.00 -0.01 0.00
H 4.4719 -1.3648 -3.4145 0.00 -0.01 0.00
H 7.1744 0.0414 -3.5338 0.00 0.01 0.01
H 6.7359 -1.5516 -4.0941 0.00 0.00 0.00
H 7.9991 -1.8144 -1.9944 0.00 0.00 0.00
H 6.3376 -2.2578 -1.6952 -0.01 0.00 0.00
H 7.8676 0.1597 -0.7168 0.00 0.01 -0.01
H 6.6807 -0.8086 0.1275 0.00 0.00 0.00
H 6.2718 1.5023 -1.8087 0.00 0.00 0.00
H 5.4546 1.2035 -0.2776 0.01 -0.01 0.00
C -4.9175 6.4576 -0.3914 -0.02 0.01 0.13
O -4.7993 5.2210 0.4160 0.00 0.07 -0.07
C -3.9179 4.3345 0.2886 0.04 -0.39 0.10
O -4.1418 3.1885 0.8641 -0.11 0.46 -0.01
C -2.6279 4.1831 -0.4294 -0.05 0.20 0.06
C -1.7659 5.0312 -0.9971 0.01 -0.17 0.05
As -0.2584 4.5077 -2.1624 0.11 -0.04 -0.02
C 1.0603 5.8257 -1.5724 0.00 -0.05 -0.02
C 0.1809 2.9140 -1.0373 -0.31 0.06 0.23
C -0.1540 1.6558 -1.3214 -0.02 0.30 -0.52
As -2.6414 2.2907 0.1166 -0.08 -0.07 -0.10
C -3.6135 1.5080 -1.3854 0.00 0.02 -0.02
C -0.4456 1.0068 -2.6000 -0.21 0.09 -0.10
O -0.1972 -0.2278 -2.4899 0.06 -0.01 0.04
O -0.8670 1.5934 -3.6506 -0.02 -0.11 0.02
C -1.0785 0.8443 -4.9077 0.01 0.01 0.03
C 0.7333 3.0399 0.3474 0.02 0.16 0.04
O 0.8002 4.0326 0.9965 0.00 -0.02 -0.01
O 1.2143 1.8202 0.8197 0.02 -0.04 0.05
C 2.1061 1.9981 1.9802 -0.01 0.03 0.00
C -1.9762 6.5119 -1.1678 -0.24 0.02 -0.21
O -2.1895 6.8890 -2.2877 0.10 -0.02 0.12
O -1.9180 7.3178 -0.1310 0.08 0.11 0.08
C -1.5394 6.8501 1.1806 0.00 0.05 0.06
H -4.4249 7.2580 0.1515 -0.02 -0.02 -0.03
H -5.9867 6.6267 -0.4501 0.02 0.00 0.01
H -4.4905 6.2892 -1.3731 0.00 0.00 -0.07
H 0.7938 6.7659 -2.0570 -0.03 -0.02 0.01
H 2.0306 5.5196 -1.9628 -0.02 -0.01 -0.01
H 1.1161 5.9479 -0.4959 -0.02 0.00 0.00
H -3.4223 2.0449 -2.3137 0.01 -0.02 0.01
H -4.6780 1.5685 -1.1525 0.00 0.03 0.01
H -3.3562 0.4551 -1.4877 0.01 0.01 0.00
H -0.4111 1.2936 -5.6355 0.00 -0.01 0.00
H -2.1142 1.0147 -5.1824 0.01 0.00 0.00
H -0.8664 -0.2082 -4.7518 -0.01 0.00 -0.02
H 2.2975 1.0141 2.3844 0.03 -0.04 0.00
H 1.6157 2.6205 2.7216 0.01 -0.04 0.00
H 3.0221 2.4659 1.6267 -0.02 0.02 0.00
H -2.4138 6.4621 1.7064 0.03 0.00 -0.02
H -1.1700 7.7276 1.7022 -0.01 -0.02 -0.01
H -0.7553 6.0973 1.1236 0.01 -0.02 0.00
```
Forces are in eV/Å.

Here are the Löwdin charges for atoms 1 to 6, given in e: atom 1 (Zr): 1.541, atom 2 (C): -0.271, atom 3 (C): -0.302, atom 4 (P): 0.982, atom 5 (C): -0.411, atom 6 (C): -0.069